1.
Molecular formula: CH27O13
Method: DFT, ωB97M-V/def2-TZVPD

Values from the calculation:
**Highest occupied orbital energy**: -0.23895 Ha
**Charge**: -1
**Gap between HOMO and LUMO**: 9.26 eV

Each line ends with the natural charge from an NBO analysis.
Geometry (Å):
C 0.914537 -0.321902 -0.045415  -0.28
O -0.185463 0.000098 -0.804415  -1.02
H 1.282537 0.586098 0.386585  0.13
H 1.635537 -0.975902 -0.472415  0.15
H 0.536537 -0.835902 0.789585  0.17
O 3.839537 1.163098 0.038585  -0.94
H 2.937537 0.959098 -0.081415  0.47
H 4.265537 0.868098 -0.753415  0.46
O 1.832537 0.527098 3.170585  -0.95
H 2.165537 0.219098 2.324585  0.45
H 1.487537 1.385098 2.899585  0.48
O -1.244463 1.194098 3.159585  -0.96
H -0.543463 1.407098 2.509585  0.47
H -1.580463 0.369098 2.879585  0.48
O -1.242463 2.233098 0.113585  -0.98
H -0.932463 1.374098 -0.120415  0.49
H -1.988463 2.092098 0.674585  0.48
O -2.124463 -2.130902 -1.847415  -0.96
H -1.753463 -1.445902 -2.371415  0.51
H -2.674463 -2.653902 -2.429415  0.47
O -0.789463 -2.930902 2.526585  -0.96
H -0.915463 -2.175902 1.974585  0.47
H -0.443463 -3.494902 1.871585  0.47
O 1.080537 2.385098 -1.983415  -0.97
H 0.714537 2.440098 -2.843415  0.47
H 0.718537 1.640098 -1.539415  0.49
O -0.235463 -3.520902 -0.290415  -0.98
H -0.874463 -3.110902 -0.908415  0.50
H 0.513537 -3.003902 -0.466415  0.46
O 0.762537 -1.109902 -2.894415  -0.98
H 1.605537 -0.693902 -3.039415  0.45
H 0.515537 -0.800902 -2.034415  0.49
O -1.950463 -0.851902 0.948585  -0.98
H -1.295463 -0.573902 0.374585  0.49
H -2.210463 -1.711902 0.722585  0.48
O -2.081463 0.851098 -2.613415  -0.98
H -2.724463 1.353098 -2.145415  0.47
H -1.373463 0.627098 -1.996415  0.50
O 0.727537 2.878098 1.808585  -1.00
H 0.066537 2.722098 1.139585  0.50
H 1.561537 3.070098 1.367585  0.48

Force components x, y, z for each atom (eV/Å):
-1.455 0.700 0.797
-0.245 0.245 -0.985
1.170 0.700 0.294
1.156 -0.305 -0.824
0.027 -1.128 1.754
1.481 0.581 0.946
-1.677 -0.323 -0.315
0.354 -0.179 -0.674
0.240 -0.007 -0.180
0.261 -0.414 0.029
-0.301 0.369 0.288
0.832 1.762 -0.063
-0.508 -0.205 0.777
-0.589 -1.618 -0.589
-0.202 2.261 0.102
0.751 -2.008 -0.837
-0.830 -0.173 0.773
-0.565 -1.359 1.009
0.558 1.294 -0.800
-0.105 -0.049 -0.218
-0.323 0.020 1.576
-0.411 1.524 -0.120
0.756 -1.662 -1.169
1.832 1.465 0.641
-0.792 -0.214 -1.063
-1.096 -1.401 0.350
-1.691 -0.864 0.007
-0.179 -0.173 0.162
1.948 1.013 -0.246
0.580 -1.211 -1.882
0.471 0.193 -0.341
-1.203 0.846 1.302
-2.264 0.839 3.612
2.289 0.927 -2.936
-0.632 -1.723 -0.859
0.426 -0.658 -1.306
-0.536 0.549 0.765
0.207 0.081 0.345
1.308 0.197 1.224
-0.895 0.056 -1.174
-0.150 0.051 -0.171

***

2.
Molecular formula: C33H62AsCl2MgN6O2SSi3
Method: DFT, ωB97M-V/def2-TZVPD

Values from the calculation:
**Highest occupied orbital energy**: -0.10804 Ha
**Charge**: -1
**Gap between HOMO and LUMO**: 5.14 eV

Each line ends with the Löwdin charge.
Geometry (Å):
Mg -0.164060 1.219916 0.540552  0.60
C 4.586459 -0.609993 -2.945242  -0.05
N 3.827653 0.610807 -2.767986  -0.14
C 3.669641 1.632268 -3.690514  -0.06
C 2.986606 2.616523 -3.112693  -0.07
N 2.706089 2.219267 -1.790842  0.01
C 3.232841 0.925100 -1.568680  -0.73
S 3.169012 -0.086042 -0.283414  0.69
C 2.387116 3.158521 -0.787467  -0.30
C 2.777257 4.483453 -0.960059  -0.01
C 2.604389 5.372201 0.083502  -0.06
C 2.077742 4.913413 1.273802  -0.06
C 1.666662 3.598468 1.335769  -0.11
N 1.786279 2.734013 0.309415  0.09
H 4.779765 -0.754808 -4.007167  0.09
H 4.020022 -1.448481 -2.547796  0.05
H 5.533955 -0.559124 -2.404420  0.09
H 4.044846 1.557102 -4.698073  0.12
H 2.608723 3.533280 -3.532603  0.11
H 3.235465 4.796988 -1.885976  0.10
H 2.902723 6.407879 -0.025769  0.11
H 1.967142 5.562709 2.132410  0.11
H 1.236578 3.189367 2.246745  0.09
C 3.670044 -4.328433 -2.696734  -0.24
Si 1.914482 -4.249995 -1.956985  0.09
C 0.914478 -3.878900 -3.529528  -0.26
C 1.528671 -6.076053 -1.610881  -0.26
As 1.320612 -2.878448 -0.209249  0.65
Si 2.878354 -3.613795 1.319437  0.09
C 4.502734 -4.371389 0.713038  -0.25
C 2.203049 -4.972506 2.452343  -0.26
C 3.426986 -2.227600 2.486187  -0.26
H 3.829609 -5.301165 -3.175696  0.02
H 4.451781 -4.194781 -1.945278  -0.01
H 3.806314 -3.552647 -3.459794  0.00
H 1.275741 -4.497361 -4.359537  0.02
H 1.020944 -2.826021 -3.822862  0.01
H -0.154905 -4.081236 -3.401511  0.00
H 1.652260 -6.713013 -2.498579  0.01
H 0.501276 -6.178879 -1.245647  0.01
H 2.193622 -6.455019 -0.823104  0.01
H 4.324636 -5.282573 0.130681  0.01
H 5.145298 -4.630024 1.563493  0.02
H 5.049168 -3.665398 0.077331  0.01
H 1.815591 -5.805408 1.854949  0.01
H 1.378499 -4.603847 3.076143  0.01
H 2.986298 -5.360824 3.119432  0.02
H 4.312143 -1.720050 2.085740  0.01
H 3.666264 -2.606745 3.486051  0.03
H 2.651259 -1.458471 2.588529  -0.02
Cl -0.792614 -0.788971 5.036981  0.62
C 0.842599 -0.490181 4.357126  -0.98
Cl 2.016286 -0.266204 5.654232  0.61
C 0.724765 0.735959 3.436136  -0.74
O 0.975650 1.848678 3.862215  0.02
O 0.291424 0.394202 2.270524  -0.18
H 1.114554 -1.367097 3.787012  0.03
C -3.218984 2.139936 -1.513723  -0.23
Si -2.222560 2.719173 0.015447  0.69
C -3.517781 2.468490 1.471007  -0.65
C -4.322391 1.189265 1.194464  -0.12
C -4.524738 3.603959 1.675611  -0.11
C -2.747844 2.269967 2.790445  -0.12
C -1.978127 4.607167 -0.410652  -0.66
C -1.482096 5.373861 0.825015  -0.11
C -0.886197 4.672374 -1.486024  -0.13
C -3.214606 5.321945 -0.965520  -0.11
H -4.216273 2.597583 -1.549128  0.03
H -3.346907 1.053003 -1.491429  0.00
H -2.700238 2.391446 -2.448139  0.02
H -5.019793 1.326283 0.362545  0.07
H -4.910594 0.916683 2.084720  0.08
H -3.667117 0.349561 0.948083  0.05
H -5.124352 3.777329 0.776483  0.07
H -4.039817 4.543021 1.950027  0.06
H -5.219658 3.343113 2.489146  0.08
H -2.101360 1.387984 2.746452  0.04
H -3.446763 2.128413 3.627795  0.08
H -2.111452 3.131027 3.025883  0.08
H -0.655111 4.850815 1.312988  0.05
H -2.275625 5.498383 1.565493  0.06
H -1.125835 6.378909 0.546679  0.08
H 0.041446 4.207913 -1.136318  0.04
H -0.665547 5.717236 -1.751312  0.08
H -1.193627 4.150371 -2.399191  0.07
H -4.061864 5.277999 -0.280004  0.05
H -3.531327 4.891558 -1.921227  0.07
H -2.986652 6.385942 -1.136921  0.08
C -3.790341 -2.825887 1.791160  -0.16
C -2.667673 -2.175100 2.569618  -0.22
N -1.814060 -1.421944 1.672312  0.10
C -1.832311 -1.453007 0.311000  -0.44
N -1.134678 -0.577492 -0.349818  -0.02
C -1.025786 -0.664655 -1.805011  -0.26
C -2.135744 -1.465993 -2.460498  -0.16
C -2.333766 -2.740076 -1.666061  -0.17
N -2.641846 -2.391831 -0.283953  -0.04
C -3.187018 -3.452901 0.549448  -0.16
H -4.523803 -2.076503 1.484790  0.11
H -4.292155 -3.575666 2.405209  0.11
H -2.087415 -2.943846 3.087653  0.11
H -3.067516 -1.500766 3.330260  0.09
H -1.095992 -0.825851 2.065482  0.07
H -0.056358 -1.115165 -2.045526  0.06
H -1.025469 0.358497 -2.200398  0.09
H -1.874649 -1.695560 -3.495454  0.11
H -3.069326 -0.899438 -2.449943  0.10
H -1.432562 -3.359898 -1.710872  0.08
H -3.170279 -3.323021 -2.053295  0.12
H -2.409231 -4.174153 0.835227  0.13
H -3.938972 -3.979075 -0.035721  0.12

Force components x, y, z for each atom (eV/Å):
0.256 -0.736 -0.166
-0.019 0.022 -0.092
0.036 0.047 -0.135
0.317 -0.457 -0.121
-0.248 0.229 0.342
-0.304 0.036 -0.079
0.041 0.377 -0.254
0.015 0.469 0.228
0.414 -0.218 -0.243
0.152 0.278 -0.039
0.103 0.027 -0.305
-0.045 -0.026 0.195
0.020 -0.287 -0.005
-0.540 -0.103 0.470
-0.035 0.015 0.006
-0.056 -0.022 0.007
-0.017 0.025 0.012
-0.066 -0.064 0.064
0.019 -0.086 0.082
0.062 0.021 0.063
0.017 -0.038 -0.038
-0.046 -0.071 -0.028
-0.065 0.014 -0.065
0.269 0.272 0.186
-0.098 -0.481 -0.104
-0.255 0.274 0.012
0.016 -0.181 0.094
0.063 -0.237 -0.225
0.031 -0.322 0.146
0.120 0.025 -0.257
-0.134 -0.130 0.169
-0.110 0.318 -0.035
-0.070 0.058 -0.003
-0.039 -0.027 -0.116
-0.025 -0.076 0.048
-0.002 0.015 0.083
-0.021 -0.107 0.011
0.083 0.018 -0.029
0.017 0.084 0.088
0.089 0.005 -0.021
-0.102 0.006 -0.087
0.057 0.075 0.059
-0.097 0.030 -0.022
-0.021 -0.083 0.081
0.022 0.076 0.057
0.072 -0.039 -0.103
-0.086 0.064 -0.060
-0.079 -0.042 0.062
0.022 0.000 -0.079
0.190 -0.112 -0.093
0.127 0.006 -0.014
-0.088 0.045 0.228
-0.021 -0.048 -0.063
-0.244 0.093 -0.220
-0.008 -0.119 -0.247
0.281 0.437 0.404
-0.023 -0.115 0.056
0.040 -0.114 -0.122
-0.437 0.311 -0.157
0.093 0.024 0.218
0.070 0.035 0.001
-0.047 -0.056 -0.038
-0.072 0.064 -0.113
0.067 0.160 0.221
0.001 -0.045 -0.065
0.051 -0.085 0.041
-0.004 0.012 -0.034
0.100 -0.042 -0.003
-0.019 0.122 -0.030
-0.081 -0.039 0.105
0.049 -0.024 0.052
0.058 0.007 -0.074
-0.047 -0.023 0.043
0.012 -0.010 0.069
-0.058 -0.028 -0.009
0.052 0.021 -0.066
-0.031 0.044 0.031
0.045 0.010 -0.037
-0.030 -0.067 -0.007
-0.064 0.059 -0.019
0.051 0.010 -0.021
-0.035 -0.087 0.022
-0.103 0.099 -0.043
-0.008 -0.055 0.006
0.035 0.052 0.046
0.051 0.034 -0.049
0.016 0.034 0.081
-0.016 -0.090 -0.035
-0.008 -0.056 -0.090
-0.012 0.064 -0.035
-0.154 0.124 -0.303
-0.011 -0.177 0.178
0.281 0.678 0.097
0.063 0.050 0.208
-0.045 -0.011 0.116
-0.043 0.002 0.032
0.065 -0.150 -0.056
0.127 0.084 0.023
-0.036 -0.008 0.020
0.022 0.018 0.002
0.061 -0.023 0.013
0.009 0.007 -0.005
0.030 -0.067 0.060
0.047 -0.005 -0.003
0.018 -0.010 -0.003
-0.014 -0.003 0.006
-0.019 0.013 -0.077
0.034 -0.042 0.061
-0.062 -0.011 -0.018
0.023 -0.021 -0.066
-0.062 -0.021 -0.075

***

3.
Molecular formula: C2H4N4
Method: DFT, ωB97M-V/def2-TZVPD

Values from the calculation:
**Highest occupied orbital energy**: -0.35492 Ha
**Charge**: 0
**Gap between HOMO and LUMO**: 10.41 eV

Each line ends with the natural charge from an NBO analysis.
Geometry (Å):
C 1.031534 -0.210138 -1.180061  -0.42
N 0.224439 0.228145 -0.066004  -0.46
C -0.696218 -0.499234 0.391011  0.23
N -1.519880 -0.118242 1.477093  -0.38
N -1.178873 0.998174 1.848366  0.25
N -0.660661 2.010371 1.938664  0.03
H 2.083181 -0.253150 -0.871335  0.21
H 0.955965 0.524383 -1.989801  0.21
H 0.737423 -1.193220 -1.573408  0.17
H -0.980706 -1.489891 0.026833  0.17

Force components x, y, z for each atom (eV/Å):
0.018 -0.158 -0.131
-0.359 -0.084 0.316
0.457 -0.307 -0.665
-0.680 -1.025 0.121
2.256 3.621 -0.228
-1.631 -2.131 0.466
-0.224 0.029 -0.060
0.031 -0.112 0.165
0.036 0.064 0.042
0.094 0.103 -0.026

***

4.
Molecular formula: C9H21ClIO2P2Pt
Method: DFT, ωB97M-V/def2-TZVPD

Values from the calculation:
**2S+1**: 5
**Highest occupied orbital energy (spin up / spin down)**: -0.59308 / -0.67325 Ha
**Charge**: +3
**Gap between HOMO and LUMO (spin up / spin down)**: 4.65 / 3.50 eV

Each line ends with the Mulliken spin population.
Geometry (Å):
C 0.679153 -0.072527 -2.907613  0.11
C 1.306458 -1.310401 -2.714566  0.06
H 0.588142 0.466688 -3.846448  0.01
H 1.186379 0.550975 -2.206997  -0.03
H -0.300202 -0.254266 -2.525161  -0.03
O 1.826541 -2.335995 -2.600101  0.06
I 2.070584 -3.744530 -0.216272  1.94
Pt -0.809323 1.022199 1.218066  0.72
P -2.218446 -0.749093 0.205666  0.23
C -1.915130 -2.492436 -0.179438  0.02
C -3.276910 -0.691879 1.644042  0.03
H -4.231141 -1.182878 1.372935  0.01
H -3.991485 -0.786087 -1.325879  0.01
H -3.406304 0.354630 1.936307  -0.02
H -3.136143 0.815551 -1.419620  0.00
H -1.493793 -3.039095 0.656849  0.00
H -2.748554 -1.241306 2.441321  0.00
C -2.990823 -0.259921 -1.339925  0.00
H -2.899432 -2.921927 -0.459413  0.01
H -2.442585 -0.653907 -2.206774  0.01
H -1.231775 -2.584292 -1.041729  0.00
P 1.643313 1.304707 1.045281  0.23
C 3.009515 0.126804 0.888088  0.02
C 2.145412 2.476232 -0.219072  0.01
H 0.795119 2.583575 2.853603  -0.02
H 2.622750 2.457550 2.862868  0.01
H 1.576697 1.050914 3.381311  0.00
C 1.664596 1.932368 2.718268  0.03
H 1.387808 3.223103 -0.430931  0.00
H 3.067248 2.971876 0.218235  0.01
H 3.939684 0.716877 1.024373  0.01
H 3.020853 -0.321176 -0.120380  0.00
H 2.473988 1.965431 -1.134638  0.01
H 2.962762 -0.671452 1.620137  0.00
Cl -1.662453 2.966383 0.413811  0.12
O 0.702665 -1.294606 -0.104410  0.12
C 0.084833 -0.378089 0.498207  0.34

Force components x, y, z for each atom (eV/Å):
-0.104 0.137 0.117
1.909 -3.550 -0.369
0.474 -0.580 -0.729
0.364 0.914 0.829
-1.158 0.073 0.489
-1.611 3.421 -0.840
0.127 -0.509 0.650
0.028 0.717 -1.834
-0.147 -0.287 -0.441
0.147 -0.206 -0.218
-0.271 -0.293 -0.077
0.257 0.280 0.382
0.833 0.629 -0.133
-0.364 -0.217 0.080
-0.081 0.005 -0.043
-0.069 -0.099 0.169
-0.377 0.177 -0.200
-1.096 -0.088 0.031
0.475 0.180 0.220
-0.094 0.128 0.310
-0.413 0.078 0.341
0.412 0.061 -0.290
0.167 -0.187 -0.214
0.798 0.775 0.466
0.349 0.152 0.225
-0.359 -0.041 0.248
0.129 0.521 -0.151
0.253 -0.100 0.113
-0.031 0.148 -0.040
-0.953 -0.316 -0.544
-0.453 -0.323 0.017
0.031 0.313 0.417
-0.165 0.098 0.290
0.056 -0.029 0.208
-0.293 0.297 0.631
-1.124 1.961 0.517
2.356 -4.240 -0.629

***

> Number 2 is which compound?

C33H62AsCl2MgN6O2SSi3

***

> The highest charge belongs to which entry?

C9H21ClIO2P2Pt

***

> Which value of charge does entry 4 give?

+3